The following is a DFT calculation (ωB97M-V with the def2-TZVPD basis set) of a cluster of 5 separate species, C45H59N5O11 in total in a non-equilibrium geometry.

CARTESIAN COORDINATES (ANGSTROEM)
C -0.901 -2.391 3.430
C 0.145 -2.861 4.613
C 1.704 -2.381 4.333
C 2.517 -3.361 3.290
C 2.029 -3.194 1.714
C 3.043 -4.131 0.820
C 3.182 -3.689 -0.753
C 4.455 -2.712 -1.091
C 4.785 -1.616 0.083
C 5.435 -0.267 -0.656
C 5.247 1.072 0.312
C 6.669 1.922 0.468
C 6.412 3.426 1.068
C 7.688 4.237 1.773
C 6.802 5.569 2.263
O 6.926 6.190 3.439
N 5.855 5.806 1.091
C 5.913 4.638 0.083
C 4.404 4.609 -0.558
C 4.287 3.790 -1.975
C 3.671 4.757 -3.192
O 2.238 4.512 -3.421
C 1.408 5.135 -2.378
C 0.502 4.172 -1.376
O 1.372 6.467 -2.181
H -0.481 -1.488 2.803
H -1.040 -3.337 2.723
H -1.928 -2.040 3.892
H -0.205 -2.293 5.598
H 0.039 -4.006 4.847
H 2.241 -2.426 5.397
H 1.709 -1.236 3.995
H 3.659 -3.053 3.306
H 2.440 -4.489 3.672
H 0.966 -3.679 1.641
H 1.949 -2.081 1.362
H 4.086 -4.261 1.372
H 2.562 -5.222 0.817
H 2.193 -3.193 -1.178
H 3.336 -4.675 -1.404
H 4.201 -2.098 -2.083
H 5.427 -3.358 -1.342
H 3.829 -1.223 0.651
H 5.621 -1.992 0.832
H 4.928 -0.042 -1.704
H 6.600 -0.455 -0.819
H 5.004 0.643 1.396
H 4.352 1.732 -0.063
H 7.287 1.328 1.299
H 7.313 1.882 -0.509
H 5.720 3.253 1.996
H 8.322 4.725 0.893
H 8.328 3.678 2.577
H 5.853 6.765 0.667
H 6.728 5.013 -0.694
H 3.668 4.118 0.225
H 4.111 5.744 -0.770
H 3.594 2.832 -1.904
H 5.343 3.426 -2.377
H 3.907 5.900 -2.991
H 4.247 4.426 -4.180
H 0.957 4.217 -0.280
H 0.567 3.086 -1.816
H -0.630 4.486 -1.389
C -1.307 -5.547 -4.951
C -1.505 -6.577 -4.030
C -1.081 -6.425 -2.708
C -0.461 -5.231 -2.317
C -0.254 -4.199 -3.241
C -0.679 -4.363 -4.561
N -0.036 -5.055 -0.923
O -0.220 -5.999 -0.140
O 0.478 -3.973 -0.608
H -1.644 -5.668 -5.979
H -1.994 -7.498 -4.342
H -1.244 -7.237 -2.003
H 0.231 -3.268 -2.952
H -0.525 -3.566 -5.285
C -5.738 -1.933 3.185
C -4.597 -1.490 2.513
C -4.270 -2.021 1.264
C -5.098 -2.998 0.693
C -6.239 -3.450 1.369
C -6.555 -2.913 2.619
N -4.774 -3.542 -0.631
O -3.746 -3.130 -1.189
O -5.548 -4.379 -1.117
H -5.992 -1.511 4.156
H -3.965 -0.727 2.961
H -3.379 -1.665 0.753
H -6.888 -4.211 0.940
H -7.440 -3.255 3.150
C -1.150 7.279 -5.798
C 0.083 6.716 -5.464
C 0.786 5.962 -6.405
C 0.245 5.781 -7.685
C -0.996 6.338 -8.021
C -1.691 7.088 -7.070
N 0.991 5.010 -8.687
O 2.077 4.517 -8.346
O 0.496 4.901 -9.818
H -1.692 7.871 -5.062
H 0.497 6.867 -4.469
H 1.745 5.529 -6.129
H -1.429 6.202 -9.010
H -2.654 7.528 -7.322
C -11.346 -0.839 7.366
C -10.113 -1.402 7.701
C -9.410 -2.156 6.759
C -9.951 -2.337 5.479
C -11.191 -1.779 5.143
C -11.887 -1.030 6.094
N -9.204 -3.107 4.477
O -8.119 -3.601 4.818
O -9.700 -3.217 3.346
H -11.888 -0.247 8.102
H -9.699 -1.250 8.695
H -8.450 -2.588 7.035
H -11.625 -1.916 4.154
H -12.849 -0.590 5.842

Calculated values
- E: -77572.8873 eV
- Max |F|: 8.50 eV/A
- E_HOMO: -9.361 eV
- SMILES string: CCCCCCCCCCCC[C@H]1CC(=O)N[C@@H]1CCCOC(C)=O.O=[N+]([O-])c1ccccc1.O=[N+]([O-])c1ccccc1.O=[N+]([O-])c1ccccc1.O=[N+]([O-])c1ccccc1
- Orbital gap: 8.183 eV

Atom charges from the Löwdin analysis, given in e for atoms 1 to 2:
1 C -0.154
2 C -0.261

=====

The following is a DFT calculation (ωB97M-V with the def2-TZVPD basis set) of a cluster of 2 separate species, C5H11O2 in total in a non-equilibrium geometry.

CARTESIAN COORDINATES (ANGSTROEM)
C 0.050 -0.306 -1.770
C -0.180 -1.240 -2.974
C 1.576 -0.113 -1.419
H -0.440 0.727 -1.699
H -0.553 -0.629 -0.872
H -0.929 -1.978 -2.748
H 0.853 -1.727 -3.131
H 2.004 0.513 -2.231
H 1.545 0.208 -0.324
H -0.762 -0.692 -3.634
H 1.998 -1.068 -1.486
C -1.777 0.317 1.466
C -0.155 0.517 1.807
O 0.317 1.655 1.705
O 0.386 -0.542 1.972
H -1.773 0.273 0.364
H -2.424 1.042 2.032
H -2.221 -0.632 1.660

Calculated values
- Total charge: -2
- Relative energy (zero: lowest compared OMol25 entry of this formula, charge and spin): 42.94 kcal/mol
- E: -9454.2149 eV
- Max |F|: 3.52 eV/A
- Spin multiplicity: 2
- E_HOMO (spin up / spin down): 4.006 / -1.452 eV
- <S²>: 0.75
- Orbital gap (spin up / spin down): 2.627 / 8.006 eV

Atom charges from the Löwdin analysis, given in e for atoms 1 to 2:
1 C -0.358
2 C -0.610

=====

The following is a DFT calculation (ωB97M-V with the def2-TZVPD basis set) of a structure of composition C33H49CrF3O20S in a non-equilibrium geometry.

CARTESIAN COORDINATES (ANGSTROEM)
Cr 3.751 -1.269 1.339
C -0.375 0.332 0.309
F -0.160 1.336 1.161
F -0.674 -0.652 1.104
F -1.362 0.661 -0.531
S 1.191 -0.051 -0.660
O 1.429 1.195 -1.253
O 2.278 -0.422 0.279
O 0.864 -1.142 -1.564
O 5.010 -0.290 0.274
H 5.155 -0.170 -0.685
O 3.279 0.675 2.275
C 3.044 1.711 2.859
O 4.126 2.455 3.152
C 3.780 3.545 3.975
C 2.356 3.256 4.488
C 1.789 2.445 3.295
H 3.835 4.459 3.383
H 4.287 3.528 4.939
H 1.863 4.216 4.644
H 2.288 2.682 5.412
H 1.330 3.112 2.564
H 1.038 1.708 3.578
O 3.439 -2.753 -0.176
C 3.618 -3.567 -1.101
O 4.502 -4.522 -1.026
C 4.362 -5.472 -2.088
C 3.047 -5.107 -2.787
C 2.829 -3.618 -2.446
H 4.256 -6.482 -1.692
H 5.223 -5.379 -2.750
H 2.266 -5.696 -2.306
H 2.975 -5.330 -3.852
H 1.780 -3.361 -2.301
H 3.340 -2.949 -3.138
O 2.001 -1.861 2.351
C 1.093 -2.003 3.172
O 0.559 -0.987 3.929
C -0.568 -1.493 4.621
C -0.388 -2.999 4.626
C 0.320 -3.283 3.320
H -1.410 -1.127 4.034
H -0.530 -1.153 5.656
H -1.347 -3.517 4.674
H 0.282 -3.319 5.424
H -0.307 -3.519 2.460
H 0.968 -4.156 3.406
O -6.666 -1.923 4.004
C -5.926 -1.262 3.336
O -5.028 -1.869 2.576
C -4.247 -0.966 1.867
C -4.586 0.444 2.418
C -5.795 0.233 3.375
H -4.446 -1.039 0.798
H -3.203 -1.175 2.099
H -4.845 1.168 1.645
H -3.694 0.904 2.843
H -6.752 0.636 3.043
H -5.474 0.753 4.278
O 0.602 -4.055 0.100
C -0.330 -3.823 -0.612
O -1.303 -2.919 -0.234
C -2.346 -2.829 -1.191
C -2.201 -4.137 -1.946
C -0.747 -4.629 -1.828
H -2.180 -1.943 -1.803
H -3.335 -2.632 -0.777
H -2.448 -4.088 -3.007
H -2.903 -4.822 -1.471
H -0.173 -4.421 -2.731
H -0.802 -5.685 -1.561
O 5.005 -0.983 -3.762
C 4.189 -0.134 -4.022
O 3.175 -0.471 -4.866
C 2.261 0.589 -5.064
C 2.771 1.728 -4.210
C 3.926 1.254 -3.429
H 1.273 0.319 -4.692
H 2.321 0.890 -6.110
H 2.094 2.283 -3.561
H 3.078 2.498 -4.917
H 3.768 1.288 -2.351
H 4.828 1.836 -3.620
O -0.483 4.982 3.018
C -1.335 4.783 2.157
O -1.652 5.693 1.351
C -2.725 5.243 0.383
C -2.754 3.714 0.637
C -2.299 3.587 2.028
H -2.580 5.497 -0.667
H -3.662 5.728 0.653
H -2.054 3.368 -0.123
H -3.702 3.255 0.356
H -1.831 2.645 2.313
H -3.102 3.818 2.728
O -3.121 4.726 -5.506
C -2.710 3.873 -4.795
O -2.312 2.680 -5.206
C -1.413 2.039 -4.284
C -1.571 2.798 -3.021
C -2.582 3.917 -3.280
H -0.379 2.001 -4.625
H -1.764 1.012 -4.174
H -0.584 3.215 -2.821
H -1.789 2.093 -2.219
H -2.357 4.961 -3.064
H -3.534 3.684 -2.804

Calculated values
- Total charge: +1
- Relative energy (zero: lowest compared OMol25 entry of this formula, charge and spin): 84.67 kcal/mol
- E: -123368.4601 eV
- Max |F|: 5.78 eV/A
- Spin multiplicity: 4
- E_HOMO (spin up / spin down): -11.947 / -11.947 eV
- <S²>: 3.83
- Orbital gap (spin up / spin down): 6.565 / 8.044 eV

Atom charges from the Löwdin analysis, given in e for atoms 1 to 2:
1 Cr 1.245
2 C -0.650